(1)
A cluster of 9 separate species, C30H78O30P6S3 in total at a distorted geometry, computed with ωB97M-V/def2-TZVPD.

Structure (ORCA input):
```
! RIJCOSX wB97M-V def2-TZVPD def2/J DEFGRID3
* xyz 0 1
C 5.7891 -0.7331 3.9636
O 6.8529 -1.0634 3.0655
P 6.4916 -1.5039 1.5948
O 5.6061 -0.6147 0.8431
O 7.9026 -1.6981 0.9066
C 8.5084 -0.5893 0.2431
O 5.9619 -2.9816 1.7580
C 6.0215 -3.8575 0.6127
H 5.8080 -1.4208 4.8083
H 4.8072 -0.8297 3.4959
H 5.8628 0.2962 4.3090
H 8.3424 -0.6592 -0.8321
H 9.5689 -0.5848 0.4775
H 8.0719 0.3704 0.5254
H 5.5231 -4.7471 0.9944
H 7.0372 -4.1924 0.4058
H 5.5237 -3.4287 -0.2501
C 8.1025 -10.2383 3.9814
O 8.9718 -11.3315 3.6338
P 8.7394 -12.7529 4.2228
O 7.5462 -13.4681 3.7800
O 10.0951 -13.5074 3.8876
C 10.1436 -14.4361 2.8030
O 8.9007 -12.5034 5.7800
C 9.2260 -13.5878 6.6400
H 7.5667 -9.8826 3.1091
H 8.6270 -9.4300 4.4744
H 7.3291 -10.5691 4.6833
H 10.9680 -14.1649 2.1417
H 9.1952 -14.4705 2.2730
H 10.3914 -15.4254 3.1915
H 8.4407 -13.7311 7.3864
H 10.1696 -13.4058 7.1474
H 9.2329 -14.5369 6.1007
C 15.9901 -8.0279 1.5113
O 14.6641 -7.5786 1.8188
P 14.4414 -6.4396 2.8694
O 15.4655 -5.3957 2.8664
O 12.9805 -5.9522 2.5664
C 12.6266 -4.9907 1.5741
O 14.2476 -7.2487 4.1847
C 14.1729 -6.6139 5.4557
H 16.5155 -8.2501 2.4435
H 16.5949 -7.2405 1.0609
H 15.8806 -8.8963 0.8759
H 13.3232 -4.1638 1.4561
H 11.6553 -4.6110 1.8832
H 12.5036 -5.5245 0.6310
H 14.2784 -7.3533 6.2442
H 13.1920 -6.1479 5.5766
H 14.9548 -5.8590 5.5508
C 5.6035 -5.2320 10.2645
O 5.9939 -4.0984 11.0256
P 7.4820 -4.1134 11.5610
O 8.0357 -5.4511 11.7788
O 8.2060 -3.2731 10.4161
C 9.2675 -3.8542 9.6472
O 7.4732 -3.1390 12.7710
C 8.7095 -2.6506 13.3072
H 6.3981 -5.9656 10.1234
H 5.3380 -4.8670 9.2727
H 4.8052 -5.8399 10.6902
H 9.1816 -3.4308 8.6452
H 9.1190 -4.9283 9.5806
H 10.2202 -3.5485 10.0777
H 8.5983 -2.6995 14.3895
H 8.8357 -1.6117 13.0161
H 9.5569 -3.2796 13.0388
C 3.6789 -7.0956 4.5749
O 3.4230 -6.1031 5.5594
P 2.0507 -5.3045 5.5879
O 1.7577 -4.6868 6.8725
O 0.9721 -6.3310 5.0623
C -0.0026 -6.8686 5.9423
O 2.1439 -4.3071 4.3666
C 3.4084 -3.7762 3.9335
H 3.0104 -7.9540 4.7608
H 4.6442 -7.5498 4.7706
H 3.4778 -6.8665 3.5305
H -0.0570 -6.2652 6.8526
H 0.2183 -7.8999 6.2125
H -1.0078 -6.8139 5.5241
H 4.1411 -3.6887 4.7318
H 3.1719 -2.7724 3.5850
H 3.7999 -4.3746 3.1180
C 8.0936 -8.0934 9.1057
O 9.1509 -7.2263 8.6563
P 10.3660 -7.7870 7.8153
O 10.6698 -7.0189 6.6067
O 10.0361 -9.3058 7.6116
C 11.0034 -10.0306 6.8419
O 11.6191 -7.7803 8.7927
C 11.9511 -6.5371 9.4077
H 8.5150 -9.0145 9.5094
H 7.3809 -8.3477 8.3250
H 7.6097 -7.6294 9.9606
H 12.0372 -9.8202 7.1256
H 10.9766 -9.7412 5.7848
H 10.7806 -11.0898 6.8914
H 11.6880 -6.6384 10.4619
H 11.3521 -5.6848 9.0744
H 12.9929 -6.2679 9.2614
O 10.4685 -8.6258 2.9868
S 10.2153 -9.1070 1.6542
O 8.8737 -9.2365 1.1441
C 11.1437 -8.1007 0.4503
C 11.7698 -9.1425 -0.4687
C 12.3417 -10.2032 0.4495
C 11.1681 -10.6096 1.3296
H 11.9123 -7.5943 1.0359
H 10.5205 -7.3646 -0.0497
H 10.9425 -9.6150 -1.0142
H 12.4672 -8.7081 -1.1815
H 13.1156 -9.7427 1.0783
H 12.8113 -11.0715 -0.0093
H 11.3415 -11.2152 2.2142
H 10.4878 -11.1959 0.7011
O 7.1717 -7.4423 4.7143
S 7.2899 -6.0353 4.3942
O 6.1741 -5.2599 3.9350
C 7.9649 -5.2777 5.8509
C 8.9497 -4.2349 5.3539
C 9.7249 -5.0448 4.3297
C 8.7536 -5.6911 3.3293
H 8.5138 -6.0534 6.3873
H 7.2196 -5.0330 6.6126
H 8.4388 -3.3872 4.8976
H 9.6254 -3.9850 6.1720
H 10.4001 -5.7886 4.7439
H 10.3833 -4.4074 3.7235
H 9.1361 -6.6328 2.9456
H 8.4193 -5.0052 2.5536
O 8.6048 2.3004 8.6253
S 8.6368 0.8625 8.6074
O 8.2137 0.0587 9.7138
C 7.8462 0.3280 7.0576
C 8.9530 -0.3713 6.2558
C 10.2546 0.3600 6.6175
C 10.3274 0.3981 8.1229
H 7.5652 1.2643 6.5805
H 6.9939 -0.2558 7.3986
H 9.0983 -1.3810 6.6478
H 8.6213 -0.3574 5.2206
H 10.3737 1.3498 6.1692
H 11.0623 -0.2038 6.1385
H 11.0064 1.1029 8.5909
H 10.4708 -0.5986 8.5461
*
```

Properties
**HOMO**: -10.15 eV
**Frontier orbital gap**: 10.256 eV
**SMILES string**: COP(=O)(OC)OC.COP(=O)(OC)OC.COP(=O)(OC)OC.COP(=O)(OC)OC.COP(=O)(OC)OC.COP(=O)(OC)OC.O=S1(=O)CCCC1.O=S1(=O)CCCC1.O=S1(=O)CCCC1



(2)
The molecule C10H13N3O3S2 at a distorted geometry, computed with ωB97M-V/def2-TZVPD.

Structure (ORCA input):
```
! RIJCOSX wB97M-V def2-TZVPD def2/J DEFGRID3
* xyz 0 1
C 3.2134 1.5939 -0.2808
C 3.1510 0.1701 0.3614
O 2.1436 -0.5488 -0.4263
C 1.0401 -1.0689 0.2581
O 1.0076 -1.4427 1.4127
C -0.2811 -1.1713 -0.4852
C -0.2363 -1.2657 -2.0434
C -0.9888 -2.4311 0.0189
C -1.9665 -2.5181 1.2388
O -0.6883 -3.5234 -0.4018
C -1.0593 0.1153 -0.1569
N -2.0401 0.5860 -0.9905
C -2.4677 1.8856 -0.8442
S -3.8910 2.2308 -1.6917
N -1.9228 2.7076 0.1548
C -1.1094 2.0949 1.0453
S -0.6779 3.0221 2.3332
N -0.7504 0.8295 1.0080
H 3.9218 1.6652 -1.1221
H 2.2024 1.9869 -0.6253
H 3.6775 2.3521 0.4227
H 2.9739 0.1372 1.4403
H 4.0951 -0.2401 0.1437
H -1.2497 -1.4013 -2.4447
H 0.2344 -2.1279 -2.4280
H 0.1827 -0.3626 -2.4835
H -2.5261 -3.4298 1.2874
H -1.3110 -2.4525 2.1312
H -2.5481 -1.5830 1.3552
H -2.1162 3.6862 0.1580
H -0.0124 0.5037 1.6547
*
```

Properties
**HOMO**: -8.71 eV
**Frontier orbital gap**: 7.595 eV
**SMILES string**: CCOC(=O)[C@@](C)(C(C)=O)c1nc(=S)[nH]c(=S)[nH]1



(3)
The ion C3H4NO2 with charge +1 at a distorted geometry, computed with ωB97M-V/def2-TZVPD.

Structure (ORCA input):
```
! RIJCOSX wB97M-V def2-TZVPD def2/J DEFGRID3
* xyz 1 1
O -3.3055 0.9740 -0.0302
C -2.5653 0.1943 -0.2070
O -2.1216 -1.0327 -0.3343
N -1.1656 -0.3495 0.3725
C -0.1374 0.0443 -0.4713
C 0.3562 -0.7648 0.6705
H -0.3346 -0.4681 -1.4514
H 0.1225 1.0720 -0.4143
H 0.6402 -1.7601 0.5188
H 0.9340 -0.3905 1.5245
*
```

Properties
**HOMO**: -16.87 eV
**Frontier orbital gap**: 11.572 eV
**SMILES string**: O=C1O[N+]12CC2



(4)
A structure of composition C46H101N3O18P2S2 at a distorted geometry, computed with ωB97M-V/def2-TZVPD.

Structure (ORCA input):
```
! RIJCOSX wB97M-V def2-TZVPD def2/J DEFGRID3
* xyz 0 1
N 0.2597 -4.6131 -5.5789
C 0.0558 -3.2992 -5.6023
C 0.8639 -2.3314 -4.6176
C 0.0176 -1.2292 -3.8123
P -0.0059 0.3004 -5.0050
N 0.2121 -0.2798 -6.6953
O -1.5249 1.0773 -5.0246
C -1.4516 -1.6598 -3.3338
C -2.5844 -1.7994 -4.4395
C -3.5567 -3.0641 -4.3256
O -4.6554 -2.9488 -5.3039
C -4.3589 -3.9094 -6.3420
O -3.5404 -3.7117 -7.2654
S -1.1968 -3.1031 -2.2043
O -1.1504 -4.4477 -2.9242
O -2.3162 -3.2812 -1.1819
O 0.3203 -2.9167 -1.5653
C 0.6216 -1.5340 -1.1207
C -0.4781 -1.0177 -0.0997
C -0.6681 -1.7694 1.2861
C -0.1761 -3.2639 1.4803
N 1.2346 -3.3451 2.0412
O 1.8468 -1.7617 -0.3977
C 2.4067 -0.7491 0.3521
O 2.0019 -0.1350 1.3771
C 3.9515 -0.3551 0.0382
C 4.3698 1.1591 -0.0465
C 5.8681 1.4918 -0.3913
C 6.9158 0.3459 -0.6322
C 6.4811 -1.1330 -0.5014
C 5.0168 -1.4962 -0.1666
C 0.8293 -0.6823 -2.4698
S 0.3149 1.1384 -2.3183
P 2.6643 -0.5342 -3.0440
O 3.4819 -1.8258 -2.8744
H 0.9451 -4.8452 -4.8410
H -0.6728 -2.9550 -6.4256
H 1.6876 -1.8860 -5.3029
H 1.4299 -3.0282 -3.8862
H 1.2274 -0.1375 -6.8525
H -0.2224 0.4706 -7.2771
H -1.4818 1.9646 -5.4381
H -1.7986 -0.7819 -2.6583
H -2.2042 -1.7779 -5.5332
H -3.2763 -0.8708 -4.3801
H -2.9405 -3.9812 -4.6774
H -3.9109 -3.3082 -3.2702
H -4.9004 -4.9288 -6.3475
H -1.5353 -0.8692 -0.5456
H -0.1831 0.0635 0.1960
H -1.8012 -1.7635 1.5366
H -0.2014 -1.1444 2.1424
H -0.3445 -3.9839 0.6092
H -0.8248 -3.7037 2.3388
H 1.2228 -3.8418 2.9404
H 1.8508 -3.8360 1.3819
H 3.6208 2.0123 0.1151
H 6.2299 2.5750 -0.5043
H 8.0088 0.5617 -0.9176
H 7.2099 -2.0123 -0.6454
H 4.6754 -2.5851 -0.0742
H 1.3133 1.7734 -1.5636
H 3.2146 0.6189 -2.3677
H 2.7508 -0.1952 -4.4545
C 0.7478 -4.3997 6.7370
C 2.1710 -4.8802 6.5041
C 3.1061 -4.3898 7.5982
O 2.6316 -4.4062 5.2393
H 0.6986 -3.3056 6.7318
H 0.0887 -4.7497 5.9368
H 0.3615 -4.7607 7.6908
H 2.1888 -5.9730 6.4678
H 3.1387 -3.2957 7.6225
H 4.1278 -4.7328 7.4123
H 2.7887 -4.7510 8.5797
H 2.6199 -3.4395 5.2607
C 1.2349 -1.2719 -10.5138
C 2.4153 -1.4085 -9.5648
C 3.3800 -2.4868 -10.0327
O 1.9389 -1.7319 -8.2595
H 0.6668 -2.2060 -10.5674
H 0.5442 -0.5017 -10.1594
H 1.5668 -1.0071 -11.5211
H 2.9409 -0.4520 -9.4914
H 2.8860 -3.4630 -10.0698
H 4.2169 -2.5820 -9.3356
H 3.7761 -2.2583 -11.0257
H 1.4718 -2.5773 -8.3131
C 5.0166 5.1833 0.3672
C 4.3911 5.0398 -1.0119
C 3.5824 6.2724 -1.3831
O 3.5422 3.8925 -1.0307
H 4.2454 5.3024 1.1353
H 5.5850 4.2865 0.6270
H 5.6866 6.0460 0.4087
H 5.1753 4.8766 -1.7566
H 2.7617 6.4289 -0.6753
H 3.1289 6.1516 -2.3709
H 4.2096 7.1676 -1.3933
H 2.8445 4.0291 -0.3738
C -3.3753 3.4404 0.8272
C -2.3681 2.3836 1.2527
C -1.1291 3.0151 1.8686
O -1.9891 1.6055 0.1187
H -2.9469 4.1059 0.0705
H -4.2549 2.9730 0.3761
H -3.6984 4.0438 1.6796
H -2.8310 1.7037 1.9734
H -0.6229 3.6660 1.1478
H -0.4092 2.2445 2.1591
H -1.3845 3.6059 2.7521
H -1.5780 2.1977 -0.5257
C -4.2157 -8.4746 -6.4811
C -5.5148 -8.5531 -5.6943
C -5.3616 -7.9412 -4.3103
O -5.9112 -9.9170 -5.5681
H -3.4180 -9.0276 -5.9750
H -4.3368 -8.9279 -7.4686
H -3.8937 -7.4376 -6.6095
H -6.3073 -8.0334 -6.2404
H -4.6039 -8.4758 -3.7287
H -6.2989 -8.0147 -3.7523
H -5.0738 -6.8882 -4.3733
H -5.2165 -10.3854 -5.0862
C 0.8899 9.0845 -2.9982
C 0.1048 8.8809 -1.7120
C -1.0233 9.8926 -1.5860
O 0.9832 9.0085 -0.5950
H 1.3488 10.0782 -3.0225
H 1.7042 8.3582 -3.0700
H 0.2463 8.9760 -3.8750
H -0.3059 7.8676 -1.6884
H -0.6306 10.9143 -1.5615
H -1.5716 9.7419 -0.6521
H -1.7242 9.8082 -2.4205
H 1.3521 9.9020 -0.6067
C -0.7761 -1.8947 10.6599
C -1.0886 -2.9583 9.6200
C -2.4235 -3.6301 9.9001
O -0.0541 -3.9412 9.6195
H -0.7078 -2.3342 11.6607
H 0.1913 -1.4279 10.4533
H -1.5445 -1.1173 10.6718
H -1.1067 -2.5051 8.6246
H -2.4123 -4.1300 10.8741
H -2.6305 -4.4000 9.1516
H -3.2404 -2.9037 9.8903
H -0.0294 -4.3486 10.4960
C -3.4430 0.3887 7.9024
C -4.2297 0.1838 9.1876
C -5.3391 1.2143 9.3278
O -3.3473 0.2819 10.3044
H -2.9661 1.3741 7.8893
H -2.6421 -0.3514 7.8203
H -4.0898 0.3025 7.0255
H -4.6588 -0.8220 9.1997
H -4.9277 2.2283 9.3639
H -5.8885 1.0623 10.2607
H -6.0426 1.1528 8.4935
H -2.9620 1.1686 10.3033
C -0.4549 8.0992 3.0754
C 0.5916 7.0819 3.5001
C 1.8107 7.7606 4.1045
O 0.9902 6.3121 2.3666
H -0.0542 8.7741 2.3121
H -1.3199 7.5981 2.6320
H -0.7951 8.6964 3.9256
H 0.1583 6.3898 4.2276
H 2.2882 8.4251 3.3770
H 2.5594 7.0182 4.3940
H 1.5397 8.3465 4.9867
H 1.3750 6.9172 1.7168
*
```

Properties
**HOMO**: -7.81 eV
**Frontier orbital gap**: 7.693 eV



(5)
A cluster of 2 separate species, C3H9N2 in total at a distorted geometry, computed with ωB97M-V/def2-TZVPD.

Structure (ORCA input):
```
! RIJCOSX wB97M-V def2-TZVPD def2/J DEFGRID3
* xyz 0 2
C -0.3624 -0.8609 -0.8937
C -0.7978 0.3686 -0.0926
C 0.1653 0.8330 0.7028
N 2.5641 -1.0073 0.6769
N -2.0657 0.9184 -0.3003
H 0.1970 -0.5286 -1.7608
H -1.1971 -1.5077 -1.2187
H 0.2172 -1.4392 -0.1800
H 0.2248 1.7296 1.3040
H 3.1632 -0.9742 1.4787
H 2.9368 -1.2229 -0.2296
H 1.6771 -0.3392 0.7005
H -2.3129 1.7212 0.2783
H -2.4399 1.1641 -1.1995
*
```

Properties
**HOMO (spin up / spin down)**: -8.79 / -8.37 eV
**Frontier orbital gap (spin up / spin down)**: 9.825 / 7.869 eV



(6)
The molecule C3H6O2S at a distorted geometry, computed with ωB97M-V/def2-TZVPD.

Structure (ORCA input):
```
! RIJCOSX wB97M-V def2-TZVPD def2/J DEFGRID3
* xyz 0 1
O -0.6025 1.4990 2.0518
C -0.5420 1.0465 0.9577
O -1.6520 0.7156 0.2338
C 0.7316 0.5886 0.2088
C 0.6010 -0.5080 -0.7660
S 0.2079 -2.1881 -0.1052
H -2.4618 0.5232 0.7486
H 1.0488 1.5853 -0.1258
H 1.3550 0.3129 1.0637
H 1.5660 -0.5433 -1.3062
H -0.0156 -0.4086 -1.6601
H -0.2363 -2.6232 -1.3011
*
```

Properties
**HOMO**: -9.25 eV
**Frontier orbital gap**: 9.856 eV
**SMILES string**: O=C(O)CCS



(7)
A structure of composition C28H28F6IrN6O4PS3Sb at a distorted geometry, computed with ωB97M-V/def2-TZVPD.

Structure (ORCA input):
```
! RIJCOSX wB97M-V def2-TZVPD def2/J DEFGRID3
* xyz 1 1
Ir 0.3003 -0.8361 0.0442
O 4.5695 0.5512 0.3659
C 4.9897 -0.5612 1.0036
C 6.2828 -0.5243 1.5201
C 6.7984 -1.6110 2.1928
C 6.0370 -2.7666 2.3715
C 4.7576 -2.8115 1.8709
C 4.2083 -1.7176 1.1813
C 2.8323 -1.8226 0.6986
O 2.3393 -0.7744 0.0505
N 2.1228 -2.9009 0.9072
N 0.8109 -2.7035 0.5262
C -0.0185 -3.6822 0.6453
C -1.3885 -3.6417 0.2172
C -2.1699 -4.7917 0.3998
C -3.4705 -4.8371 -0.0487
C -4.0228 -3.7441 -0.7213
C -3.2758 -2.6072 -0.9442
C -1.9775 -2.5374 -0.4463
O -1.3423 -1.3711 -0.6759
H 3.6823 0.3782 0.0018
H 6.8647 0.3741 1.3669
H 7.8073 -1.5654 2.5799
H 6.4467 -3.6172 2.8972
H 4.1476 -3.6944 1.9969
H 0.3734 -4.6056 1.0591
H -1.7376 -5.6457 0.9045
H -4.0632 -5.7255 0.1160
H -5.0454 -3.7843 -1.0688
H -3.6862 -1.7464 -1.4497
C 0.4861 -0.3687 4.5369
P 0.8603 0.6526 3.1307
C -0.2455 2.0415 3.1144
C 2.5312 1.2669 3.2611
O 0.7879 -0.2516 1.8851
H 0.7232 0.1730 5.4530
H 1.0835 -1.2785 4.4867
H -0.5751 -0.6222 4.5252
H -0.1307 2.5764 4.0587
H -1.2780 1.7073 3.0194
H 0.0101 2.7135 2.2961
H 2.6526 1.8066 4.2007
H 2.7496 1.9372 2.4292
H 3.2306 0.4308 3.2294
N -1.5489 1.5138 0.0912
C -1.6696 2.8410 0.0077
C -0.4610 3.3405 -0.4378
C 0.3522 2.2213 -0.6090
N -0.3202 1.1216 -0.2812
H -2.2253 0.8391 0.4354
H -2.5945 3.3231 0.2732
H -0.2092 4.3666 -0.6323
H 1.3632 2.1488 -0.9719
S -2.7607 0.1675 -6.3256
C -1.6672 0.1550 -5.1181
S -1.0348 -1.2942 -4.3861
C -0.1196 -0.3176 -3.2724
N -0.2642 0.9564 -3.4265
N -1.1050 1.2199 -4.4504
C -1.3587 2.5958 -4.7503
C -1.1960 3.0765 -6.0374
C -1.4380 4.4180 -6.2850
C -1.8353 5.2639 -5.2585
C -1.9903 4.7664 -3.9715
C -1.7547 3.4261 -3.7160
S 0.9881 -1.1252 -2.1928
H -0.8702 2.4195 -6.8328
H -1.3107 4.8037 -7.2864
H -2.0275 6.3077 -5.4626
H -2.3086 5.4193 -3.1712
H -1.8917 3.0112 -2.7265
F -1.8053 -0.6876 1.8692
Sb -3.6272 -0.6691 2.5599
F -3.3376 1.2073 2.7164
F -2.8762 -0.9016 4.2711
F -5.3742 -0.5724 3.1784
F -3.6810 -2.5178 2.2522
F -4.0986 -0.3063 0.7584
*
```

Properties
**HOMO (spin up / spin down)**: -10.47 / -10.47 eV
**Frontier orbital gap (spin up / spin down)**: 4.076 / 4.113 eV



(8)
The molecule C2H6N2OS at a distorted geometry, computed with ωB97M-V/def2-TZVPD.

Structure (ORCA input):
```
! RIJCOSX wB97M-V def2-TZVPD def2/J DEFGRID3
* xyz 0 1
H -1.6503 -1.3287 1.1493
N -0.6943 -1.2626 0.7486
C -0.4601 -0.1723 0.1394
N -1.3647 0.8916 -0.0049
S -1.3021 1.9336 -1.3597
O 0.6702 0.1298 -0.4218
C 1.7273 -0.8477 -0.0359
H -2.2118 0.9354 0.4934
H -0.6302 2.9938 -0.8392
H 1.5108 -1.8696 -0.4722
H 2.6243 -0.3942 -0.4744
H 1.7810 -1.0093 1.0773
*
```

Properties
**HOMO**: -9.35 eV
**Frontier orbital gap**: 10.132 eV
**SMILES string**: [H]/N=C(\NS)OC